Record 1
76
Properties=species:S:1:pos:R:3:forces:R:3 method="wB97M-V/def2-TZVPD" multiplicity=2 s2=0.76 lumo_ha="-0.1593 / -0.2134" largest_force_ev_per_a=3.23 total_charge=+1 total_energy_ha=-4974.264997
Cu 1.059 -1.069 2.914 0.341 1.039 -1.603
Hg -1.856 -2.984 1.504 0.203 1.051 -0.698
C -2.972 0.325 3.943 0.202 -0.426 0.081
C -2.438 -0.813 3.097 0.496 0.732 -0.238
O -3.191 -1.374 2.251 -0.497 -0.793 0.073
O -1.247 -1.182 3.228 0.653 -0.609 0.547
H -2.888 -0.059 4.962 -0.268 0.179 0.098
H -3.991 0.606 3.704 -0.037 -0.194 -0.032
H -2.332 1.203 3.908 0.192 -0.098 -0.140
C 0.540 -0.638 -1.187 0.563 0.147 0.131
C -0.225 -1.470 -0.197 -0.526 -0.185 -0.242
O 0.340 -1.825 0.879 0.353 -0.087 0.632
O -1.375 -1.880 -0.495 -0.032 0.332 -0.053
H 1.338 -1.293 -1.545 0.129 0.210 -0.084
H 1.015 0.200 -0.683 0.068 -0.095 0.111
H -0.002 -0.244 -2.042 -0.323 -0.330 0.103
C 4.048 0.028 2.002 -1.139 1.099 0.491
O 3.572 1.225 2.555 0.820 -0.031 -0.136
O 3.115 -0.949 2.227 -0.320 -0.480 0.076
C 4.369 0.305 0.512 1.475 -0.942 0.112
F 3.288 0.478 -0.230 -0.077 0.162 -0.160
F 5.184 1.371 0.406 -0.674 0.127 0.033
F 5.108 -0.715 -0.001 -0.786 0.003 0.073
C 4.564 2.077 3.168 -1.045 1.227 0.555
C 3.764 3.184 3.846 0.371 0.354 2.077
H 4.178 3.393 4.847 0.492 -0.136 -0.280
H 3.763 4.189 3.429 -0.326 -0.329 -0.731
H 2.787 2.853 4.195 -0.357 -0.015 -0.818
H 5.238 2.555 2.459 0.113 -0.506 -0.244
H 5.120 1.567 3.956 0.057 -0.494 -0.327
H 4.999 -0.253 2.475 0.026 -0.421 0.019
C -2.534 2.001 -3.733 -0.442 1.742 -2.687
C -2.616 0.500 -4.016 0.716 0.816 1.723
C -2.949 0.031 -2.575 -0.064 -0.452 -1.522
S -4.154 1.218 -1.930 0.195 -0.680 -0.973
O -3.704 1.454 -0.584 -0.551 0.565 0.496
O -5.461 0.718 -2.262 -0.123 0.252 0.474
C -3.767 2.601 -3.062 1.040 0.047 0.882
H -2.398 2.544 -4.680 0.055 -0.048 0.104
H -1.635 2.267 -3.174 -0.030 -0.449 0.315
H -1.587 0.334 -4.343 -0.122 -0.990 0.129
H -3.298 0.127 -4.773 -0.268 0.433 0.004
H -2.053 0.056 -1.967 -0.236 -0.057 0.263
H -3.438 -0.941 -2.558 0.088 -0.006 0.361
H -3.442 3.501 -2.536 -0.130 -0.288 0.553
H -4.558 2.977 -3.705 -0.325 -0.931 -0.123
C 0.029 3.868 -0.007 -1.258 0.908 0.665
C -1.437 3.350 0.185 0.530 0.674 -0.772
C -1.591 2.503 1.432 -1.157 -0.845 0.180
S 0.027 2.364 2.201 1.587 0.173 -0.772
O 0.519 1.010 2.449 -0.721 -0.115 -0.060
O 0.164 3.293 3.292 -0.499 -0.086 -0.145
C 0.971 2.995 0.759 1.045 -0.380 0.628
H 0.025 4.856 0.463 0.287 -0.027 0.028
H 0.186 4.083 -1.061 0.503 -0.507 -0.018
H -1.735 2.793 -0.698 -0.062 -0.238 0.162
H -2.056 4.245 0.208 -0.272 -0.189 0.150
H -2.061 1.545 1.183 0.813 -0.349 -0.201
H -2.353 2.840 2.137 0.564 0.702 0.279
H 1.503 2.184 0.260 -0.764 -0.342 -0.225
H 1.823 3.508 1.214 -0.304 0.367 0.152
C 1.838 -4.823 -2.308 -0.006 0.058 0.855
C 0.609 -4.179 -2.915 -0.327 1.182 -0.201
C -0.582 -5.037 -2.567 -1.065 -0.714 -0.844
S -0.306 -5.506 -0.841 1.251 0.322 -0.747
O -0.426 -6.917 -0.638 -0.568 -0.005 0.278
O -1.034 -4.540 0.000 -0.037 -0.808 0.129
C 1.486 -5.065 -0.839 -1.254 0.274 0.325
H 2.679 -4.132 -2.312 0.196 -0.262 -0.372
H 2.060 -5.768 -2.801 0.231 0.108 -0.095
H 0.742 -3.951 -3.973 -0.232 -0.499 -0.107
H 0.409 -3.191 -2.482 0.311 -0.046 0.217
H -0.680 -5.911 -3.221 0.674 -0.444 0.549
H -1.582 -4.630 -2.729 0.214 0.695 0.609
H 1.997 -5.858 -0.303 0.088 -0.027 -0.109
H 1.496 -4.130 -0.274 0.280 -0.026 0.037

---

Record 2
95
Properties=species:S:1:pos:R:3:forces:R:3 method="wB97M-V/def2-TZVPD" e_above_lowest_kj_mol=0.0 lumo_ha=0.0515 largest_force_ev_per_a=2.26 total_charge=-1 total_energy_ha=-5432.323231
P 33.043 22.468 -11.041 0.064 0.405 -0.006
F 31.537 22.410 -11.597 -0.091 -0.439 -0.344
F 32.768 24.001 -10.593 0.292 0.018 0.119
F 32.542 21.943 -9.602 -0.303 -0.136 0.390
F 34.547 22.545 -10.459 -0.083 -0.026 -0.137
F 33.300 20.893 -11.469 -0.107 0.532 -0.303
F 33.571 23.001 -12.492 -0.113 -0.514 0.395
C 35.137 25.988 -4.473 -0.386 0.180 0.433
C 35.414 25.212 -5.738 0.915 -0.312 0.689
O 36.555 25.008 -6.135 -0.349 0.113 -0.098
N 34.332 24.727 -6.360 -1.249 -0.443 -0.708
C 34.448 23.836 -7.520 0.390 0.831 0.522
H 34.128 25.802 -4.097 -0.156 0.359 -0.288
H 35.308 27.045 -4.675 -0.198 0.030 0.085
H 35.762 25.720 -3.621 0.469 -0.217 -0.437
H 33.406 24.874 -6.005 0.138 0.217 0.308
H 34.981 22.965 -7.148 0.238 -0.117 -0.755
H 34.962 24.422 -8.281 0.400 -0.633 -0.174
H 33.488 23.556 -7.942 -0.173 0.046 0.358
C 38.271 22.496 -9.034 -1.481 0.469 -0.228
C 38.299 23.177 -10.411 0.715 0.462 0.532
O 39.204 23.952 -10.693 -0.034 -0.075 -0.127
N 37.252 22.957 -11.222 -1.415 -0.938 0.330
C 36.935 23.571 -12.494 0.692 0.123 0.073
H 37.496 21.729 -8.945 0.520 -0.528 -0.385
H 37.836 23.215 -8.329 0.579 0.385 -0.022
H 39.256 22.194 -8.701 0.011 -0.097 -0.088
H 36.517 22.363 -10.876 0.205 -0.101 0.206
H 37.364 22.985 -13.307 0.298 0.412 -0.135
H 37.301 24.595 -12.453 0.176 -0.055 -0.579
H 35.865 23.580 -12.693 -0.067 -0.035 0.418
C 34.308 18.305 -7.938 0.186 0.703 -0.282
C 34.582 19.637 -8.627 -0.218 -0.136 -0.183
O 35.805 19.416 -9.265 -0.045 0.502 -0.520
C 36.450 18.396 -8.660 0.434 -0.537 -0.430
O 37.533 18.003 -8.951 -0.097 0.321 0.188
O 35.651 17.848 -7.746 -0.561 -0.837 0.961
F 34.782 20.632 -7.702 -0.216 -0.040 0.132
H 33.762 17.613 -8.575 0.144 0.009 -0.084
H 33.746 18.441 -7.018 0.438 -0.071 0.265
H 33.851 19.973 -9.355 0.012 0.078 0.050
C 31.295 16.757 -12.327 1.426 1.305 0.315
C 31.876 17.830 -11.412 0.021 0.460 0.760
O 32.577 17.095 -10.435 0.238 0.072 -0.454
C 32.067 15.840 -10.397 -0.676 -0.508 -0.510
O 32.274 15.011 -9.585 0.418 0.072 0.467
O 31.243 15.631 -11.457 -0.680 0.303 -0.571
F 30.916 18.522 -10.680 -0.063 -0.346 -0.729
H 32.040 16.590 -13.108 -0.012 -0.271 -0.036
H 30.425 17.183 -12.822 -0.719 -0.910 0.509
H 32.507 18.588 -11.879 0.066 -0.212 0.123
C 34.126 20.661 -14.601 -1.005 0.818 0.453
C 32.928 21.507 -15.040 0.303 -0.189 -0.614
O 33.570 22.720 -15.468 0.445 0.197 -0.672
S 35.014 22.439 -16.159 -0.512 0.058 0.225
O 35.932 23.330 -15.507 -0.680 -1.093 -0.574
O 34.970 22.385 -17.598 -0.133 -0.059 1.575
O 35.080 20.903 -15.618 0.872 0.418 -1.030
H 33.843 19.613 -14.552 0.482 -0.110 -0.085
H 34.535 21.054 -13.671 -0.216 -0.331 0.220
H 32.166 21.708 -14.292 0.399 0.310 0.326
H 32.408 21.093 -15.907 0.167 -0.263 -0.030
C 35.104 26.440 -11.188 1.058 -1.568 0.245
C 36.549 26.632 -10.733 -0.487 0.519 0.488
O 37.152 27.326 -11.837 0.443 -0.156 -1.476
S 36.066 27.651 -13.019 2.063 0.393 0.837
O 36.079 26.541 -13.939 -0.821 1.074 0.954
O 36.269 28.991 -13.498 -0.540 -1.471 0.628
O 34.899 27.643 -11.912 -1.655 0.140 -1.460
H 34.390 26.156 -10.417 -0.217 1.045 0.133
H 35.062 25.578 -11.865 0.010 0.175 -0.150
H 37.036 25.699 -10.455 0.300 0.101 -0.372
H 36.627 27.364 -9.926 -0.190 -0.342 0.268
C 32.593 25.078 -14.241 0.153 -0.453 0.379
C 31.994 25.911 -13.089 0.756 0.225 0.054
O 31.302 26.995 -13.714 -1.220 0.040 -0.733
S 30.896 26.583 -15.208 -0.095 0.239 -0.025
O 30.877 27.752 -16.044 0.135 -1.263 0.839
O 29.745 25.710 -15.161 1.243 0.589 -0.154
O 32.260 25.753 -15.452 -0.822 0.748 -0.503
H 32.162 24.084 -14.294 -0.149 0.114 0.258
H 33.671 24.955 -14.167 -0.008 0.277 -0.237
H 32.711 26.491 -12.506 0.238 -0.747 0.173
H 31.395 25.242 -12.471 -0.352 0.508 0.075
C 30.108 20.937 -7.762 0.164 0.705 -1.243
C 29.635 20.971 -9.241 -0.356 0.484 -0.437
O 28.320 20.388 -9.245 -0.659 -0.074 1.009
S 27.577 20.726 -7.844 0.771 -0.986 -0.451
O 26.785 19.583 -7.488 0.611 1.188 -0.154
O 27.015 22.042 -7.872 0.432 -0.733 0.119
O 28.956 20.714 -6.961 -1.191 -0.153 -0.232
H 30.522 21.914 -7.524 0.186 -0.113 0.188
H 30.848 20.153 -7.623 -0.169 -0.125 0.328
H 30.238 20.424 -9.957 0.058 -0.243 0.385
H 29.527 21.966 -9.674 0.194 0.234 0.458